ORCA calculation (ωB97M-V/def2-TZVPD) on a single C6H15N3O molecule at a distorted geometry.

The geometry in XYZ format:
```
25
Properties=species:S:1:pos:R:3:forces:R:3:lowdin_charge:R:1
C 0.098 -0.532 0.368 1.370 2.045 -1.279 -0.446
C 1.524 1.560 0.121 -0.392 -0.301 -0.129 -0.092
C 1.960 -0.268 -1.364 -0.205 0.137 -0.015 -0.100
C -0.048 -1.992 -0.043 0.353 0.008 -0.333 -0.022
C 0.027 -0.399 1.891 -0.064 0.031 -0.195 -0.042
N 1.387 0.133 -0.093 0.418 -1.474 0.785 -0.212
N -2.085 0.523 0.279 -0.203 0.428 -0.219 -0.010
C -0.928 0.283 -0.421 -2.415 -0.845 0.297 -0.445
N -3.262 0.907 -0.407 0.131 0.200 -0.026 0.033
O -0.885 0.559 -1.613 0.536 -0.067 0.616 0.049
H -2.271 0.096 1.173 0.220 -0.037 -0.178 0.123
H -3.381 1.917 -0.314 0.131 -0.273 -0.082 0.082
H -3.085 0.726 -1.398 0.007 0.044 0.286 0.077
H 1.126 1.843 1.092 0.035 0.085 0.069 0.076
H 2.585 1.812 0.093 -0.012 0.040 0.051 0.086
H 1.012 2.145 -0.654 -0.030 0.127 -0.004 0.088
H 1.397 0.100 -2.228 -0.041 -0.048 -0.018 0.081
H 2.961 0.159 -1.424 0.125 -0.091 0.030 0.081
H 2.048 -1.350 -1.428 0.021 -0.049 -0.026 0.075
H -0.214 -2.113 -1.112 0.054 0.158 -0.091 0.090
H 0.856 -2.543 0.207 0.032 -0.090 0.200 0.092
H -0.901 -2.441 0.461 0.020 0.042 0.129 0.088
H 1.006 -0.657 2.293 -0.022 -0.095 0.014 0.096
H -0.211 0.611 2.213 -0.008 0.059 0.030 0.074
H -0.714 -1.079 2.308 -0.061 -0.032 0.087 0.079
```
Positions in Å, forces in eV/Å.

- Energy above the lowest of the compared OMol25 structures with the same formula, charge and spin: 143.7 kJ/mol

---

ORCA calculation (ωB97M-V/def2-TZVPD) on a single C5H12OS molecule.

The geometry in XYZ format:
```
19
Properties=species:S:1:pos:R:3:forces:R:3:lowdin_charge:R:1
C 2.306 -0.587 0.760 -0.214 -0.034 0.019 -0.145
C 1.236 1.632 0.226 -0.070 -0.097 0.122 -0.138
C -2.584 -0.759 -1.397 0.148 0.156 0.185 -0.113
C 1.003 0.162 0.530 -0.303 -0.130 -0.321 -0.692
C -1.635 -0.290 -0.307 0.710 0.172 -0.643 -0.717
O -1.877 -0.872 0.929 -0.406 -0.276 0.606 -0.083
S 0.100 -0.637 -0.862 -0.252 0.090 0.240 0.917
H 2.944 -0.510 -0.117 0.131 -0.004 -0.068 0.074
H 2.831 -0.163 1.614 0.104 0.048 0.044 0.078
H 2.113 -1.639 0.954 0.043 -0.068 0.030 0.068
H 1.862 1.737 -0.658 0.048 0.047 -0.071 0.075
H 1.735 2.111 1.067 0.069 0.116 0.086 0.077
H 0.295 2.147 0.046 -0.027 0.084 -0.025 0.064
H -2.457 -1.826 -1.568 -0.017 -0.105 -0.033 0.075
H -2.373 -0.233 -2.324 -0.028 0.025 -0.124 0.073
H -3.612 -0.564 -1.097 -0.053 -0.008 0.013 0.082
H 0.343 0.045 1.394 0.114 0.000 -0.035 0.096
H -1.708 0.790 -0.153 -0.075 -0.113 -0.004 0.109
H -1.885 -1.833 0.826 0.078 0.097 -0.022 0.099
```
Positions in Å, forces in eV/Å.

- Energy above the lowest of the compared OMol25 structures with the same formula, charge and spin: 0.0 kJ/mol

---

ORCA calculation (ωB97M-V/def2-TZVPD) on a 3-piece molecular cluster, C36H33IN4O8PS overall at a distorted geometry.

The geometry in XYZ format:
```
84
Properties=species:S:1:pos:R:3:forces:R:3:lowdin_charge:R:1
C 2.674 -5.310 1.061 -0.075 0.421 -0.406 0.027
C 1.830 -5.865 2.146 -0.033 -0.759 -0.038 -0.446
O 1.987 -6.909 2.662 -0.013 -0.260 0.486 0.209
O 0.750 -5.044 2.608 0.226 0.678 -0.096 0.072
C -0.149 -4.705 1.684 -0.261 -0.209 -0.395 -0.491
O -0.430 -5.382 0.737 0.247 0.080 -0.184 0.169
C -0.920 -3.423 1.943 -0.363 0.101 0.756 -0.062
N -0.195 -2.168 1.702 0.189 0.037 -0.502 -0.303
S 1.395 -2.024 2.411 -0.028 -0.238 0.371 0.961
C -0.740 -1.166 1.034 0.084 -0.224 -0.139 -0.478
N -2.035 -1.279 0.580 0.743 0.125 -0.501 0.208
N 0.004 -0.028 0.853 -1.318 0.127 -0.184 -0.211
C 0.065 0.413 -0.559 0.873 -0.164 -0.622 -0.308
C 1.313 -0.166 -1.273 -0.417 0.142 0.332 -0.762
C 0.997 -1.409 -2.108 0.371 0.032 0.385 -0.135
I 2.182 1.399 -2.442 0.146 0.001 -0.180 0.909
P -0.366 1.336 2.032 0.875 0.514 0.646 0.913
N -1.433 0.619 3.132 0.366 -0.416 -0.522 -0.140
O -1.444 2.227 1.204 -0.331 -0.334 -0.087 -0.283
H 3.469 -6.015 0.862 0.132 -0.030 0.059 0.104
H 2.090 -5.188 0.149 -0.109 -0.025 -0.015 0.095
H 3.069 -4.331 1.318 0.079 0.042 0.137 0.071
H -1.780 -3.495 1.294 -0.051 0.118 -0.071 0.121
H -1.298 -3.410 2.967 0.108 -0.090 0.136 0.151
H 1.960 -1.247 1.480 -0.207 0.222 -0.072 -0.110
H -2.199 -2.073 -0.031 -0.375 -0.162 0.311 0.131
H -2.346 -0.433 0.113 -0.025 0.007 -0.097 0.084
H 0.103 1.493 -0.636 -0.185 0.150 0.442 0.050
H -0.790 0.071 -1.138 -0.260 0.184 0.084 0.087
H 2.064 -0.360 -0.515 0.137 -0.025 0.029 0.042
H 0.939 -1.167 -3.163 -0.124 -0.133 -0.135 0.058
H 1.764 -2.163 -1.951 0.118 -0.054 -0.241 0.079
H 0.054 -1.857 -1.794 -0.139 -0.005 -0.018 0.066
H -2.220 0.116 2.727 -0.110 -0.035 0.249 0.044
H -0.949 0.042 3.809 -0.158 0.123 0.284 0.045
H -2.340 2.146 1.562 -0.040 0.184 -0.092 0.062
C 3.717 4.698 0.818 0.044 0.058 0.051 -0.046
C 4.662 5.461 1.498 -0.030 -0.049 -0.016 -0.041
C 5.355 4.921 2.569 -0.005 0.073 -0.061 0.010
C 5.102 3.617 2.972 -0.008 -0.078 0.056 -0.078
C 4.141 2.858 2.303 -0.055 -0.236 0.120 -0.082
C 3.459 3.403 1.226 -0.034 0.071 -0.079 -0.015
C 3.817 1.466 2.729 0.110 0.102 -0.030 -0.258
O 2.991 0.796 2.129 0.024 -0.074 -0.069 0.005
C 4.537 0.916 3.910 -0.034 0.098 -0.064 -0.079
C 4.221 -0.357 4.368 0.083 -0.041 0.083 -0.012
C 4.888 -0.889 5.457 -0.004 -0.033 0.010 -0.051
C 5.884 -0.154 6.091 -0.029 -0.019 -0.016 -0.042
C 6.202 1.116 5.643 0.024 -0.067 0.078 0.010
C 5.527 1.659 4.559 -0.073 0.012 -0.085 -0.073
C 5.870 3.043 4.115 0.061 0.084 0.013 -0.273
O 6.738 3.678 4.667 -0.001 -0.012 0.021 0.126
H 3.183 5.119 -0.023 -0.002 0.006 -0.008 0.111
H 4.858 6.479 1.189 0.010 0.011 -0.010 0.113
H 6.094 5.505 3.098 0.038 -0.052 0.047 0.125
H 2.731 2.794 0.717 -0.132 -0.087 -0.111 0.081
H 3.446 -0.923 3.869 -0.002 0.049 -0.009 0.061
H 4.636 -1.878 5.814 0.008 -0.016 0.009 0.110
H 6.409 -0.574 6.938 0.003 -0.011 0.011 0.114
H 6.972 1.696 6.132 -0.003 0.074 -0.038 0.126
C -7.097 -0.432 -7.575 0.037 0.002 -0.025 -0.044
C -5.828 -0.308 -8.131 -0.042 -0.010 0.013 -0.045
C -4.746 0.016 -7.330 -0.011 -0.028 -0.101 0.003
C -4.931 0.226 -5.970 -0.049 0.029 0.116 -0.085
C -6.211 0.119 -5.415 0.123 0.037 0.053 -0.083
C -7.289 -0.219 -6.221 -0.066 -0.022 -0.082 0.005
C -6.446 0.378 -3.969 -0.067 -0.012 -0.009 -0.275
O -7.545 0.281 -3.473 -0.024 -0.010 0.025 0.120
C -5.271 0.773 -3.128 0.052 0.001 -0.091 -0.071
C -5.473 1.071 -1.786 -0.001 -0.001 0.144 0.006
C -4.397 1.425 -0.991 0.068 -0.083 -0.058 -0.062
C -3.115 1.476 -1.535 -0.048 -0.017 0.101 -0.095
C -2.911 1.186 -2.873 0.096 -0.030 0.113 0.001
C -3.990 0.839 -3.675 -0.115 -0.027 -0.054 -0.072
C -3.753 0.555 -5.125 0.041 -0.003 -0.062 -0.276
O -2.630 0.596 -5.578 0.033 -0.017 0.008 0.113
H -7.938 -0.692 -8.203 -0.011 -0.001 -0.013 0.113
H -5.685 -0.464 -9.191 -0.001 -0.009 -0.016 0.112
H -3.756 0.109 -7.754 0.048 0.008 0.061 0.123
H -8.273 -0.310 -5.783 0.007 0.030 0.072 0.124
H -6.473 1.026 -1.378 -0.049 -0.029 -0.072 0.125
H -4.559 1.664 0.054 -0.027 0.045 -0.007 0.103
H -2.279 1.759 -0.911 -0.031 0.146 -0.044 0.066
H -1.920 1.231 -3.308 -0.026 0.018 -0.089 0.120
```
Positions in Å, forces in eV/Å.

- Net charge: +1

---

no.,orbital gap (eV),molecular weight (g/mol)
1,8.862,145.21
2,9.566,120.22
3,8.243,839.63